1.
This record from the Open Molecules 2025 dataset describes a structure of composition C27H24Br2FeOZn in a non-equilibrium geometry. The level of theory is ωB97M-V with the def2-TZVPD basis set.

```
56
Properties=species:S:1:pos:R:3:nbo_charge:R:1
C -6.1135 1.3953 2.5364 -0.249
O -5.4700 0.1396 2.8528 -0.532
C -4.1244 0.0128 2.8006 0.190
C -3.6065 -1.2943 3.0601 -0.252
C -2.2741 -1.5319 2.8780 -0.242
C -1.3733 -0.4699 2.5635 -0.027
C 0.0064 -0.6793 2.7460 -0.578
C 0.9852 0.3391 3.0496 0.115
C 1.8192 0.3226 4.2646 -0.299
C 2.7989 1.3619 4.1736 -0.252
C 2.6357 2.0281 2.8756 -0.268
C 1.5370 1.4080 2.1932 -0.270
Fe 2.9182 0.0755 2.6604 0.062
C 2.7230 -1.4462 1.4053 -0.227
C 3.2255 -1.8770 2.6980 -0.258
C 4.4480 -1.1354 2.9753 -0.283
C 4.6889 -0.2353 1.8571 -0.279
C 3.6125 -0.4257 0.8899 -0.260
C -1.9189 0.7951 2.2071 -0.258
C -3.2635 1.0491 2.3516 -0.295
H -7.1474 1.1258 2.3190 0.181
H -6.0704 2.0458 3.4179 0.154
H -5.6902 1.9040 1.6620 0.188
H -4.2951 -2.0830 3.3678 0.194
H -1.8486 -2.5235 3.0314 0.183
H 0.3097 -1.6922 3.0291 0.169
H 1.6221 -0.3337 5.1079 0.222
H 3.4954 1.6604 4.9584 0.207
H 3.2004 2.8949 2.5383 0.213
H 1.1099 1.6722 1.2306 0.237
H 1.8661 -1.8635 0.8857 0.256
H 2.8255 -2.6771 3.3120 0.227
H 5.1184 -1.3136 3.8141 0.213
H 5.5746 0.3797 1.7141 0.214
H 3.5441 0.0469 -0.0863 0.228
H -1.2644 1.5850 1.8463 0.183
H -3.6831 2.0236 2.0872 0.194
Br -5.2090 -3.8801 -2.7590 -0.775
Zn -4.7950 -1.8666 -1.8174 1.407
Br -5.2850 -0.2208 -0.3596 -0.723
C -2.7257 -0.9627 -3.2461 -0.471
C -2.1159 -1.4820 -2.0609 -0.353
C -1.8924 -0.4008 -1.1645 -0.340
C -2.3925 0.7996 -1.7682 -0.016
C -2.9213 0.4427 -3.0749 -0.121
C -3.5784 1.4027 -3.8552 -0.225
C -3.6040 2.7273 -3.4109 -0.283
C -3.1492 3.0626 -2.1293 -0.270
C -2.5576 2.1027 -1.2942 -0.227
H -2.9680 -1.5159 -4.1491 0.205
H -1.8120 -2.5220 -1.9552 0.210
H -1.3849 -0.4255 -0.2011 0.232
H -4.0504 1.0811 -4.7905 0.184
H -4.0146 3.5003 -4.0615 0.179
H -3.2486 4.0977 -1.7891 0.182
H -2.2766 2.3270 -0.2678 0.206
```

The calculation puts the strongest force on any atom at 2.43 eV/A. The value obtained for the relative energy (zero: lowest compared OMol25 entry of this formula, charge and spin) is 0.000 eV. Its net charge is -2. As for the total energy: -9309.5733 Ha.

***

2.
This record from the Open Molecules 2025 dataset describes a structure of composition C27H24BrN4O5Sn. The level of theory is ωB97M-V with the def2-TZVPD basis set.

```
62
Properties=species:S:1:pos:R:3:nbo_charge:R:1
Sn 0.2113 0.2898 -0.1444 2.280
C -0.2681 0.3591 6.7298 -0.267
O 1.0972 0.0450 6.4363 -0.454
C 1.4719 -0.0234 5.1648 0.424
C 2.8327 -0.3486 4.9433 -0.290
C 3.2913 -0.4460 3.6707 -0.094
C 2.4525 -0.2395 2.5361 -0.358
C 2.9921 -0.3666 1.2289 0.629
C 4.4363 -0.7191 1.0174 -0.713
O 2.3208 -0.2079 0.1627 -0.749
C 1.0919 0.0932 2.7861 0.534
O 0.1928 0.3252 1.8463 -0.856
C 0.6199 0.1924 4.0951 -0.434
H -0.3453 0.3402 7.8113 0.215
H -0.9385 -0.3849 6.2970 0.199
H -0.5223 1.3516 6.3564 0.195
H 3.4731 -0.5081 5.7987 0.245
H 4.3323 -0.6895 3.5158 0.223
H 4.6995 -1.6374 1.5415 0.248
H 5.0792 0.0742 1.4017 0.257
H 4.6212 -0.8363 -0.0465 0.245
H -0.4193 0.4565 4.2316 0.255
C 0.7758 2.0771 -1.1163 -1.045
H -0.1114 2.5694 -1.5017 0.263
H 1.5162 1.9227 -1.8949 0.256
H 1.2144 2.6677 -0.3115 0.255
C 0.7091 -4.0292 -0.7382 -0.235
C 0.9296 -2.6786 -0.6416 0.053
N -0.1003 -1.8057 -0.5311 -0.591
C -1.3531 -2.2705 -0.5125 0.114
C -1.6420 -3.6274 -0.5149 -0.067
C -0.5928 -4.5156 -0.6667 -0.082
C -3.0393 -4.0659 -0.3256 -0.178
C -3.8403 -3.6886 0.6717 -0.169
C -3.5053 -2.8461 1.8404 0.200
C -4.5174 -2.3238 2.6355 -0.271
C -4.1401 -1.5671 3.7328 0.088
N -2.8649 -1.3429 4.0409 -0.454
C -1.9738 -1.8960 3.2263 0.262
N -2.2205 -2.6304 2.1510 -0.487
H 1.5512 -4.6971 -0.8461 0.247
H 1.9189 -2.2564 -0.6754 0.234
H -2.1580 -1.5495 -0.4720 0.267
H -0.7829 -5.5807 -0.7057 0.239
H -3.4310 -4.7476 -1.0722 0.234
H -4.8605 -4.0533 0.6553 0.227
H -5.5596 -2.4954 2.4046 0.236
H -4.8839 -1.1303 4.3899 0.212
H -0.9281 -1.7344 3.4659 0.183
Br -7.1219 1.8282 3.3669 0.095
C -5.2977 1.8309 2.8917 -0.146
C -4.3672 2.4356 3.7300 0.035
N -3.0676 2.4571 3.4609 -0.405
C -2.6537 1.8750 2.3399 0.072
C -3.5108 1.2371 1.4520 -0.212
C -4.8706 1.2138 1.7339 -0.148
C -3.0002 0.4751 0.2713 0.816
O -3.7161 -0.2947 -0.3314 -0.609
O -1.7553 0.7466 -0.0763 -0.898
H -4.6906 2.9135 4.6471 0.213
H -1.5898 1.8947 2.1472 0.209
H -5.5575 0.7105 1.0671 0.254
```

The calculation puts the strongest force on any atom at 0.57 eV/A. The value obtained for the relative energy (zero: lowest compared OMol25 entry of this formula, charge and spin) is 0.000 eV. Its net charge is +1. As for the total energy: -4426.6604 Ha.

***

3.
This record from the Open Molecules 2025 dataset describes a structure of composition C27H24Cl2I2N6OSTi. The level of theory is ωB97M-V with the def2-TZVPD basis set.

```
64
Properties=species:S:1:pos:R:3:nbo_charge:R:1
Ti 0.4615 0.8474 -0.5642 1.400
I -6.5669 -0.6411 -3.0116 0.134
C -4.8068 0.2309 -2.3080 -0.191
C -4.2199 1.2675 -3.0131 -0.259
C -3.0351 1.8215 -2.5520 -0.228
I -2.1271 3.3307 -3.6673 0.154
C -2.4026 1.3687 -1.3839 0.401
O -1.2680 1.8616 -0.9476 -0.868
C -3.0291 0.3083 -0.6930 -0.122
C -2.3475 -0.2208 0.5343 -0.229
N -0.9915 -0.7343 0.2369 -0.645
C -0.9838 -1.9156 -0.6326 -0.258
C -1.0136 -1.4908 -2.0761 0.235
C -1.7012 -2.1947 -3.0509 -0.245
C -1.6604 -1.7353 -4.3558 -0.134
C -0.9236 -0.5977 -4.6451 -0.256
C -0.2600 0.0393 -3.6139 0.093
N -0.3095 -0.3912 -2.3516 -0.518
C -4.2104 -0.2471 -1.1509 -0.216
H -4.6718 1.6398 -3.9220 0.236
H -2.2232 0.5746 1.2717 0.234
H -2.9596 -1.0116 0.9811 0.192
H -0.5486 -0.9779 1.1190 0.406
H -0.0468 -2.4500 -0.4538 0.245
H -1.8162 -2.5921 -0.4132 0.200
H -2.2760 -3.0708 -2.7820 0.225
H -2.2035 -2.2540 -5.1351 0.225
H -0.8683 -0.1999 -5.6483 0.231
H 0.3323 0.9272 -3.7888 0.227
H -4.6622 -1.0655 -0.6029 0.220
N 3.8563 -1.5254 -2.1122 -0.807
C 3.0369 -0.7558 -1.3226 0.288
S 2.5596 0.8069 -1.9356 -0.311
N 2.6693 -1.2428 -0.1785 -0.417
N 1.7898 -0.3966 0.4658 -0.451
C 1.7806 -0.4031 1.7947 0.118
C 2.6074 -1.3205 2.6135 -0.087
C 2.4944 -2.7020 2.4646 -0.165
C 3.2553 -3.5589 3.2416 -0.215
C 4.1498 -3.0464 4.1732 -0.210
C 4.2794 -1.6743 4.3192 -0.232
C 3.5122 -0.8161 3.5432 -0.141
C 0.9573 0.6077 2.3791 0.114
C 0.7202 0.7457 3.7646 -0.228
C -0.0639 1.7687 4.2216 -0.182
C -0.6384 2.6655 3.2995 -0.289
C -0.4013 2.4658 1.9666 0.070
N 0.3741 1.4732 1.4852 -0.612
H 4.3790 -1.0287 -2.8128 0.393
H 4.3561 -2.2511 -1.6217 0.391
H 1.8149 -3.1012 1.7228 0.213
H 3.1548 -4.6296 3.1182 0.212
H 4.7473 -3.7161 4.7783 0.213
H 4.9829 -1.2678 5.0345 0.213
H 3.6220 0.2563 3.6493 0.210
H 1.1617 0.0334 4.4469 0.231
H -0.2468 1.8818 5.2822 0.217
H -1.2607 3.4886 3.6193 0.223
H -0.8552 3.1021 1.2194 0.210
Cl 0.0571 5.7970 0.5274 -0.026
C -0.0078 4.7531 -0.8989 -0.395
Cl 1.3808 3.6493 -0.9824 0.081
H 0.0128 5.3783 -1.7825 0.229
H -0.8981 4.1362 -0.8631 0.250
```

The calculation puts the strongest force on any atom at 0.07 eV/A. The value obtained for the relative energy (zero: lowest compared OMol25 entry of this formula, charge and spin) is 0.000 eV. As for the spin multiplicity: 3. Its net charge is 0. As for the total energy: -4210.6392 Ha.

***

4.
This record from the Open Molecules 2025 dataset describes a structure of composition C27H24Cl2ILiN2O3P in a non-equilibrium geometry. The level of theory is ωB97M-V with the def2-TZVPD basis set.

```
61
Properties=species:S:1:pos:R:3:nbo_charge:R:1
Li 3.2251 -2.0591 0.3796 0.911
N 5.0710 -3.4200 0.7243 -0.888
C 5.6874 -2.7194 1.8105 -0.315
C 5.7772 -1.2531 1.4972 0.504
O 6.7982 -0.6950 1.1006 -0.680
N 4.5088 -0.5848 1.5650 -0.728
C 4.4885 0.6898 1.7134 -0.252
C 3.1255 0.2801 -1.5812 1.062
O 3.3697 1.3792 -1.9723 -0.471
O 2.7060 -0.8324 -1.5085 -0.593
H 4.9428 -4.3780 1.0201 0.355
H 5.7662 -3.5205 -0.0648 0.374
H 6.7288 -3.0226 2.0461 0.187
H 5.1122 -2.8572 2.7369 0.200
H 5.3508 1.4058 1.7722 0.163
H 3.5297 1.1941 1.6624 0.153
I 1.1444 0.4727 2.6580 0.093
C -0.8071 0.9946 3.3231 -0.179
C -1.0056 0.7474 4.6663 -0.297
C -1.9345 1.5674 5.3961 -0.249
C -2.6380 2.5134 4.6611 -0.264
C -2.5971 2.6613 3.2526 -0.024
C -3.3528 3.6176 2.5642 -0.313
C -3.2063 3.6945 1.1998 -0.236
C -2.4769 2.7388 0.4564 -0.272
C -1.6968 1.7599 1.0925 -0.420
P -0.7941 0.5667 -0.0394 0.817
C -0.5198 1.2711 -1.6446 -0.368
C -0.4220 0.5739 -2.8298 -0.227
C -0.0199 1.1936 -4.0191 -0.225
C 0.2498 2.5537 -4.0716 -0.222
C 0.2077 3.2954 -2.8592 -0.228
C -0.1531 2.6629 -1.7094 -0.203
C -2.1301 -0.6713 -0.4127 -0.298
C -2.3261 -1.8170 0.3013 -0.200
C -3.3369 -2.7212 -0.0512 -0.220
C -4.2390 -2.4063 -1.0638 -0.232
C -4.1171 -1.1603 -1.7150 -0.209
C -3.0901 -0.3155 -1.3708 -0.215
C -1.6914 1.7663 2.5417 -0.070
H -0.3104 0.1106 5.2064 0.204
H -1.8794 1.5806 6.4606 0.200
H -3.3050 3.2290 5.2368 0.185
H -4.1412 4.1774 3.0719 0.195
H -3.5794 4.5584 0.6651 0.190
H -2.5321 2.7081 -0.6230 0.197
H -0.7717 -0.4247 -2.8794 0.207
H 0.1305 0.5537 -4.8561 0.202
H 0.4729 2.9630 -5.0502 0.204
H 0.4915 4.3563 -2.7756 0.215
H -0.3082 3.2464 -0.7420 0.243
H -1.7158 -1.9941 1.1677 0.215
H -3.2888 -3.6789 0.3867 0.200
H -4.9033 -3.1476 -1.4348 0.199
H -4.8913 -0.8648 -2.4265 0.203
H -2.8901 0.5941 -1.9706 0.219
Cl -0.4907 -2.9649 -4.1495 -0.036
C -0.4592 -4.7141 -4.6222 -0.390
Cl 1.0690 -5.5256 -4.2062 -0.029
H -0.6221 -4.8032 -5.6959 0.222
H -1.3104 -5.1262 -3.9913 0.234
```

The calculation puts the strongest force on any atom at 4.63 eV/A. The value obtained for the relative energy (zero: lowest compared OMol25 entry of this formula, charge and spin) is 3.216 eV. Its net charge is -1. As for the total energy: -2945.4206 Ha.

***

- Which of these has the highest net charge?
  C27H24BrN4O5Sn

***

- strongest force on any atom of number 4 (C27H24Cl2ILiN2O3P)?
  4.63 eV/A

***

- Look up the relative energy (zero: lowest compared OMol25 entry of this formula, charge and spin) of the second one.
  0.000 eV

***

What did the fourth record say?
This record from the Open Molecules 2025 dataset describes a structure of composition C27H24Cl2ILiN2O3P in a non-equilibrium geometry. The level of theory is ωB97M-V with the def2-TZVPD basis set.

```
61
Properties=species:S:1:pos:R:3:nbo_charge:R:1
Li 3.2251 -2.0591 0.3796 0.911
N 5.0710 -3.4200 0.7243 -0.888
C 5.6874 -2.7194 1.8105 -0.315
C 5.7772 -1.2531 1.4972 0.504
O 6.7982 -0.6950 1.1006 -0.680
N 4.5088 -0.5848 1.5650 -0.728
C 4.4885 0.6898 1.7134 -0.252
C 3.1255 0.2801 -1.5812 1.062
O 3.3697 1.3792 -1.9723 -0.471
O 2.7060 -0.8324 -1.5085 -0.593
H 4.9428 -4.3780 1.0201 0.355
H 5.7662 -3.5205 -0.0648 0.374
H 6.7288 -3.0226 2.0461 0.187
H 5.1122 -2.8572 2.7369 0.200
H 5.3508 1.4058 1.7722 0.163
H 3.5297 1.1941 1.6624 0.153
I 1.1444 0.4727 2.6580 0.093
C -0.8071 0.9946 3.3231 -0.179
C -1.0056 0.7474 4.6663 -0.297
C -1.9345 1.5674 5.3961 -0.249
C -2.6380 2.5134 4.6611 -0.264
C -2.5971 2.6613 3.2526 -0.024
C -3.3528 3.6176 2.5642 -0.313
C -3.2063 3.6945 1.1998 -0.236
C -2.4769 2.7388 0.4564 -0.272
C -1.6968 1.7599 1.0925 -0.420
P -0.7941 0.5667 -0.0394 0.817
C -0.5198 1.2711 -1.6446 -0.368
C -0.4220 0.5739 -2.8298 -0.227
C -0.0199 1.1936 -4.0191 -0.225
C 0.2498 2.5537 -4.0716 -0.222
C 0.2077 3.2954 -2.8592 -0.228
C -0.1531 2.6629 -1.7094 -0.203
C -2.1301 -0.6713 -0.4127 -0.298
C -2.3261 -1.8170 0.3013 -0.200
C -3.3369 -2.7212 -0.0512 -0.220
C -4.2390 -2.4063 -1.0638 -0.232
C -4.1171 -1.1603 -1.7150 -0.209
C -3.0901 -0.3155 -1.3708 -0.215
C -1.6914 1.7663 2.5417 -0.070
H -0.3104 0.1106 5.2064 0.204
H -1.8794 1.5806 6.4606 0.200
H -3.3050 3.2290 5.2368 0.185
H -4.1412 4.1774 3.0719 0.195
H -3.5794 4.5584 0.6651 0.190
H -2.5321 2.7081 -0.6230 0.197
H -0.7717 -0.4247 -2.8794 0.207
H 0.1305 0.5537 -4.8561 0.202
H 0.4729 2.9630 -5.0502 0.204
H 0.4915 4.3563 -2.7756 0.215
H -0.3082 3.2464 -0.7420 0.243
H -1.7158 -1.9941 1.1677 0.215
H -3.2888 -3.6789 0.3867 0.200
H -4.9033 -3.1476 -1.4348 0.199
H -4.8913 -0.8648 -2.4265 0.203
H -2.8901 0.5941 -1.9706 0.219
Cl -0.4907 -2.9649 -4.1495 -0.036
C -0.4592 -4.7141 -4.6222 -0.390
Cl 1.0690 -5.5256 -4.2062 -0.029
H -0.6221 -4.8032 -5.6959 0.222
H -1.3104 -5.1262 -3.9913 0.234
```

The calculation puts the strongest force on any atom at 4.63 eV/A. The value obtained for the relative energy (zero: lowest compared OMol25 entry of this formula, charge and spin) is 3.216 eV. Its net charge is -1. As for the total energy: -2945.4206 Ha.